Record 1
# C25H40N4O4

One molecule with the formula C25H40N4O4 (ωB97M-V with the def2-TZVPD basis set, OMol25).

Atoms and positions in Å:
C -5.331 -0.815 1.052
O -4.894 0.520 1.128
C -3.970 0.953 0.225
C -3.390 0.167 -0.763
C -2.446 0.715 -1.617
C -2.070 2.044 -1.513
C -0.999 2.613 -2.406
N 0.273 2.693 -1.705
C 1.073 1.617 -1.599
O 0.873 0.563 -2.172
C 2.258 1.847 -0.639
N 1.771 1.544 0.697
C 0.945 2.355 1.372
O 0.617 3.458 0.956
C 0.385 1.822 2.688
C 1.363 0.982 3.528
C 1.029 -0.512 3.440
N 0.685 -0.868 2.078
C 1.522 -1.684 1.386
O 2.509 -2.164 1.917
C 1.187 -1.984 -0.070
N 2.446 -2.257 -0.738
C 0.151 -3.138 -0.110
C -0.954 -2.929 -1.150
C -0.392 -2.809 -2.564
C -1.960 -4.077 -1.072
C -0.542 -0.269 1.589
C -0.877 1.002 2.375
C 3.465 0.975 -0.995
C 3.982 1.370 -2.377
C 4.571 1.125 0.047
C -2.653 2.828 -0.521
C -3.591 2.293 0.336
H -4.507 -1.519 1.212
H -6.062 -0.932 1.850
H -5.809 -1.028 0.091
H -3.667 -0.869 -0.882
H -1.992 0.094 -2.374
H -0.850 1.966 -3.273
H -1.262 3.620 -2.739
H 0.362 3.409 -0.989
H 2.531 2.909 -0.661
H 1.958 0.612 1.033
H 0.078 2.710 3.249
H 2.388 1.153 3.193
H 1.309 1.287 4.574
H 0.191 -0.760 4.098
H 1.889 -1.118 3.730
H 0.761 -1.105 -0.562
H 3.007 -2.880 -0.165
H 2.290 -2.680 -1.644
H 0.679 -4.072 -0.318
H -0.312 -3.247 0.876
H -1.473 -1.995 -0.908
H 0.194 -3.690 -2.819
H -1.204 -2.725 -3.283
H 0.234 -1.925 -2.659
H -2.381 -4.159 -0.072
H -2.775 -3.920 -1.776
H -1.478 -5.021 -1.317
H -1.372 -0.983 1.684
H -0.445 -0.021 0.530
H -1.574 1.603 1.789
H -1.368 0.750 3.316
H 3.140 -0.072 -1.028
H 3.206 1.240 -3.125
H 4.828 0.746 -2.650
H 4.304 2.411 -2.384
H 5.444 0.558 -0.263
H 4.259 0.748 1.017
H 4.857 2.170 0.155
H -2.365 3.863 -0.418
H -4.051 2.893 1.105

Calculated values
HOMO-LUMO gap: 9.15 eV
HOMO: -8.583 eV
SMILES: COc1ccc(CNC(=O)[C@@H](NC(=O)C2CCN(C(=O)[C@@H](N)CC(C)C)CC2)C(C)C)cc1
energy relative to the best compared isomer or geometry (same formula, charge and spin): 0.0 kcal/mol
LUMO: 0.564 eV

The net atomic charges from natural (NBO), expressed in e, are: -0.251 -0.494 0.284 -0.276 -0.197 -0.068 -0.243 -0.618 0.691 -0.664 -0.128 -0.623 0.703 -0.671 -0.304 -0.415 -0.234 -0.461 0.691 -0.644 -0.172 -0.837 -0.395 -0.217 -0.624 -0.601 -0.232 -0.406 -0.246 -0.606 -0.603 -0.182 -0.255 0.172 0.202 0.178 0.214 0.225 0.227 0.208 0.436 0.217 0.421 0.241 0.216 0.222 0.189 0.257 0.236 0.381 0.363 0.210 0.203 0.195 0.198 0.209 0.232 0.203 0.206 0.204 0.199 0.224 0.249 0.208 0.260 0.221 0.213 0.196 0.215 0.206 0.199 0.218 0.226

Record 2
# C25H41AuCl3N3O3Si

C25H41AuCl3N3O3Si as an isolated structure (ωB97M-V with the def2-TZVPD basis set, OMol25).

Atoms and positions in Å:
C 0.146 -3.563 -4.935
C -0.711 -3.355 -3.688
H -0.355 -4.191 -5.677
H 1.099 -4.063 -4.673
H 0.352 -2.579 -5.396
C -1.832 -4.136 -3.408
C -2.135 -5.442 -4.047
H -2.566 -3.755 -2.690
H -1.391 -6.232 -3.859
H -2.323 -5.431 -5.135
H -3.049 -5.827 -3.579
Au 1.370 1.676 -0.679
Cl -0.813 2.704 -1.258
Cl 1.567 -0.730 0.123
C -1.599 1.079 1.443
O -0.777 0.531 2.176
N -2.855 1.429 1.786
C -3.356 1.067 3.100
C -3.727 2.221 0.932
H -1.354 1.368 0.400
H -2.538 0.620 3.680
H -4.180 0.343 3.011
H -3.745 1.962 3.606
H -3.192 2.483 0.014
H -4.033 3.134 1.459
H -4.629 1.651 0.676
H 0.575 -4.707 -0.619
H -1.793 -4.532 -0.514
C 0.744 -4.422 0.424
C -1.698 -4.473 0.575
N -0.461 -3.784 0.918
H 1.578 -3.721 0.481
C -0.393 -3.086 2.112
O 0.622 -2.936 2.771
H -2.555 -3.924 0.975
H -1.386 -2.689 2.418
H 0.977 -5.313 1.020
H -1.706 -5.495 0.980
O 0.286 -2.904 -2.534
C -0.566 -1.938 -2.998
C -1.636 -1.580 -0.702
C -1.619 -1.420 -2.101
H -0.712 -1.834 -0.160
C -2.832 -1.403 -0.007
H -0.102 -1.186 -3.672
C -2.703 -0.810 -2.759
H -2.914 -1.671 1.047
C -3.941 -0.889 -0.683
C -3.855 -0.533 -2.033
H -2.595 -0.612 -3.830
H -4.897 -0.807 -0.167
H -4.669 -0.021 -2.548
Si 3.682 -0.548 -2.372
Cl 1.552 0.748 -2.741
C 4.059 -2.097 -1.414
C 4.611 0.908 -1.550
C 4.281 -0.607 -4.156
H 3.484 -2.113 -0.467
H 5.139 -2.093 -1.149
H 3.841 -3.005 -2.001
H 4.332 -1.640 -4.520
H 5.293 -0.172 -4.211
H 3.617 -0.028 -4.812
H 4.312 1.013 -0.503
H 4.418 1.864 -2.063
H 5.705 0.747 -1.503
C 2.134 3.941 3.571
C 1.893 4.714 2.431
C 1.602 4.094 1.215
N 1.599 2.741 1.127
C 1.818 1.987 2.223
C 2.046 2.559 3.468
H 2.385 4.412 4.527
H 1.899 5.805 2.453
H 1.416 4.653 0.284
H 1.856 0.912 2.069
H 2.138 1.884 4.310

Calculated values
HOMO-LUMO gap (alpha / beta): 7.42 / 6.70 eV
HOMO (alpha / beta): -7.385 / -8.338 eV
2S+1: 3
LUMO (alpha / beta): 0.030 / -1.642 eV

The net atomic charges from Löwdin, expressed in e, are: -0.010 -0.322 0.071 0.092 0.085 -0.064 -0.103 0.111 0.085 0.080 0.071 0.405 -0.101 0.086 -0.390 -0.047 -0.190 -0.050 -0.062 -0.014 0.085 0.086 0.086 0.037 0.087 0.076 0.080 0.074 -0.059 -0.064 -0.214 0.062 -0.341 0.010 0.075 0.129 0.093 0.092 -0.029 -0.301 -0.049 -0.185 0.039 -0.094 0.102 -0.033 0.095 -0.098 -0.084 0.125 0.100 0.103 0.489 0.184 -0.227 -0.249 -0.211 -0.044 0.053 0.038 0.029 0.041 0.021 0.002 0.026 0.041 -0.053 -0.056 -0.112 -0.108 -0.139 -0.036 0.115 0.108 0.112 0.043 0.116

Record 3
# C25H41BN9O2PtS

C25H41BN9O2PtS as an isolated structure (ωB97M-V with the def2-TZVPD basis set, OMol25).

Atoms and positions in Å:
Pt 0.249 -0.504 0.483
C 1.077 -3.673 1.782
C 0.740 -3.521 0.341
C 0.658 -4.483 -0.666
C 0.313 -3.801 -1.813
N 0.201 -2.494 -1.535
N 0.463 -2.335 -0.213
B -0.334 -1.297 -2.435
N 0.662 -0.103 -2.232
C 1.234 0.655 -3.165
C 2.353 1.258 -2.616
C 2.434 0.798 -1.306
C 3.581 0.978 -0.369
N 1.388 -0.028 -1.091
N -1.689 -0.894 -1.829
C -2.944 -1.052 -2.283
C -3.793 -1.102 -1.202
C -2.981 -0.999 -0.072
C -3.407 -1.161 1.344
N -1.712 -0.842 -0.468
N -0.352 -1.696 -3.868
C 0.693 -2.228 -4.567
C 0.324 -2.299 -5.878
C -0.988 -1.765 -5.916
C -1.875 -1.594 -7.104
N -1.384 -1.401 -4.713
H 0.430 -4.420 2.242
H 0.958 -2.734 2.320
H 2.106 -4.015 1.898
H 0.831 -5.540 -0.566
H 0.135 -4.162 -2.813
H 0.831 0.694 -4.165
H 3.068 1.888 -3.116
H 4.504 0.941 -0.945
H 3.620 0.180 0.372
H 3.554 1.939 0.141
H -3.116 -1.136 -3.342
H -4.862 -1.226 -1.215
H -4.132 -0.402 1.635
H -2.552 -1.132 2.011
H -3.887 -2.133 1.459
H 1.617 -2.501 -4.082
H 0.901 -2.678 -6.704
H -1.915 -2.509 -7.693
H -1.501 -0.804 -7.756
H -2.883 -1.332 -6.790
C -2.490 1.112 3.169
N -2.016 -0.006 3.974
C -2.703 -0.219 5.249
C -1.023 -0.789 3.619
O -0.293 -0.704 2.602
H -2.141 2.052 3.602
H -3.578 1.112 3.176
H -2.124 1.029 2.153
H -2.596 0.666 5.876
H -2.278 -1.076 5.764
H -3.761 -0.399 5.066
H -0.809 -1.584 4.341
C 1.456 4.974 -0.657
C 0.987 5.151 0.781
C 0.111 4.001 1.273
S 1.060 2.470 1.350
O -0.060 1.434 1.002
C 1.389 2.388 3.133
C 2.726 1.736 3.487
C 2.793 0.228 3.289
H 2.041 5.835 -0.975
H 0.607 4.879 -1.334
H 2.084 4.088 -0.779
H 0.388 6.058 0.866
H 1.838 5.287 1.455
H -0.697 3.776 0.576
H -0.308 4.182 2.263
H 0.528 1.865 3.555
H 1.378 3.427 3.468
H 2.916 1.960 4.538
H 3.523 2.231 2.927
H 2.182 -0.298 4.018
H 3.818 -0.130 3.375
H 2.437 -0.069 2.296

Calculated values
HOMO-LUMO gap (alpha / beta): 7.43 / 5.83 eV
net charge: +2
HOMO (alpha / beta): -13.586 / -13.585 eV
energy relative to the best compared isomer or geometry (same formula, charge and spin): 33.7 kcal/mol
2S+1: 2
LUMO (alpha / beta): -6.158 / -7.759 eV

The net atomic charges from Löwdin, expressed in e, are: 1.465 0.001 -0.283 0.028 -0.013 0.044 -0.115 -0.636 0.034 0.002 0.027 -0.308 -0.019 -0.075 0.038 -0.010 0.021 -0.288 -0.005 0.006 -0.022 -0.087 0.003 -0.332 -0.022 0.123 0.099 0.044 0.099 0.125 0.138 0.149 0.128 0.102 0.075 0.057 0.115 0.124 0.092 0.034 0.108 0.131 0.114 0.086 0.085 0.078 -0.021 -0.155 0.006 -0.277 -0.184 0.107 0.103 0.065 0.108 0.099 0.107 0.163 -0.095 -0.277 -0.314 1.046 -0.677 -0.303 -0.264 -0.097 0.088 0.088 0.051 0.125 0.115 0.109 0.100 0.093 0.103 0.124 0.112 0.078 0.093 0.024

Record 4
# C25H41BrCuN2P2

C25H41BrCuN2P2 as an isolated structure (ωB97M-V with the def2-TZVPD basis set, OMol25).

Atoms and positions in Å:
C -0.644 4.836 -2.617
C -0.824 3.577 -3.209
C -0.974 3.565 -4.591
C -0.845 4.758 -5.308
N -0.553 5.936 -4.755
C -0.479 5.969 -3.416
C -0.944 2.352 -2.398
C -1.202 2.139 -1.119
C -1.561 2.534 0.247
C -0.549 2.672 1.207
C -0.837 2.534 2.556
C -2.155 2.327 3.036
C -3.178 2.348 2.060
C -2.906 2.462 0.694
Cu -1.153 0.546 -1.961
P 2.182 -1.195 1.525
H -1.174 2.628 -5.077
H -0.592 4.943 -1.545
H -0.966 4.750 -6.394
H -0.275 6.942 -2.988
H -3.717 2.434 -0.061
H 0.496 2.800 0.859
H -4.198 2.200 2.398
H -0.017 2.513 3.270
C 2.355 -2.839 2.403
C 3.434 -3.828 1.975
H 1.363 -3.308 2.282
H 2.457 -2.589 3.470
H 3.381 -4.705 2.634
H 3.282 -4.186 0.948
H 4.448 -3.418 2.062
C 3.048 -1.518 -0.076
C 3.232 -0.260 -0.922
H 2.423 -2.235 -0.629
H 4.013 -1.998 0.124
H 3.653 -0.537 -1.897
H 2.279 0.251 -1.104
H 3.924 0.454 -0.456
C 3.477 -0.169 2.378
C 4.873 -0.752 2.541
H 3.021 0.040 3.356
H 3.518 0.782 1.826
H 5.520 0.011 2.993
H 4.887 -1.622 3.209
H 5.327 -1.033 1.583
Br -2.493 2.083 4.758
P -1.913 -1.820 -1.348
C -0.151 -2.157 -1.020
C 0.108 -3.653 -0.793
H 0.055 -1.556 -0.120
H 0.340 -1.755 -1.924
H 1.158 -3.843 -0.552
H -0.481 -4.073 0.035
H -0.112 -4.227 -1.704
C -2.624 -2.177 0.333
C -3.941 -2.942 0.421
H -2.703 -1.162 0.752
H -1.839 -2.698 0.898
H -4.250 -3.043 1.464
H -4.756 -2.425 -0.098
H -3.817 -3.944 0.009
C -2.975 -0.346 -1.660
C -3.029 -0.413 -3.245
H -2.450 0.214 -0.791
H -4.040 -0.314 -1.388
H -2.387 0.297 -3.798
H -2.807 -1.407 -3.697
H -4.061 -0.231 -3.563
N 0.795 -0.403 3.833
H 1.000 0.208 4.602
H 0.506 -1.317 4.193
H 0.018 -0.010 3.289

Calculated values
HOMO-LUMO gap (alpha / beta): 6.34 / 4.06 eV
net charge: +2
HOMO (alpha / beta): -13.354 / -13.200 eV
energy relative to the best compared isomer or geometry (same formula, charge and spin): 93.5 kcal/mol
2S+1: 2
LUMO (alpha / beta): -7.013 / -9.138 eV

The net atomic charges from Löwdin, expressed in e, are: 0.000 -0.219 -0.015 -0.108 0.089 -0.101 -0.011 -0.090 -0.225 -0.026 -0.126 -0.786 -0.086 -0.008 0.439 1.144 0.105 0.111 0.121 0.117 0.141 0.136 0.113 0.101 -0.375 -0.122 0.075 0.082 0.098 0.076 0.068 -0.387 -0.130 0.050 0.089 0.093 0.057 0.077 -0.385 -0.113 0.054 0.081 0.098 0.076 0.077 0.939 0.950 -0.464 -0.114 0.025 0.080 0.059 0.079 0.094 -0.404 -0.125 0.067 0.063 0.081 0.072 0.079 -0.415 -0.133 0.063 0.133 0.068 0.080 0.100 0.044 0.050 0.058 0.018

Record 5
# C25H41Cl3EuN3O3SSi

C25H41Cl3EuN3O3SSi as an isolated structure (ωB97M-V with the def2-TZVPD basis set, OMol25).

Atoms and positions in Å:
C -1.499 -2.133 -3.490
C -1.096 -3.177 -2.494
H -1.214 -2.427 -4.507
H -1.042 -1.153 -3.266
H -2.591 -1.982 -3.483
C -0.605 -4.390 -2.798
C -0.399 -4.939 -4.165
H -0.295 -5.052 -1.989
H -0.623 -4.226 -4.965
H -1.020 -5.828 -4.334
H 0.642 -5.268 -4.282
Eu -0.107 0.261 -0.263
Cl -2.582 0.026 0.756
Cl -0.300 1.548 -2.562
H 0.678 4.715 3.325
H -1.492 5.626 2.029
C 1.037 4.424 2.329
C -1.004 5.245 1.123
N -0.106 4.150 1.458
H 1.631 3.512 2.404
C -0.272 2.948 0.940
O 0.522 1.994 1.170
H -1.765 4.856 0.440
H -1.149 2.810 0.271
H 1.639 5.236 1.902
H -0.453 6.055 0.628
H 1.530 -1.711 -3.318
H 2.402 -3.773 -2.155
C 2.348 -1.108 -2.895
C 3.264 -3.156 -1.852
N 2.866 -1.766 -1.698
H 1.983 -0.102 -2.668
C 2.789 -1.213 -0.482
O 2.274 -0.093 -0.257
H 3.655 -3.517 -0.894
H 3.195 -1.835 0.338
H 3.153 -1.060 -3.640
H 4.043 -3.228 -2.622
O -0.030 -1.913 -0.850
C -1.110 -2.728 -1.034
C 0.121 -4.301 0.560
C -1.082 -3.844 0.023
H 1.053 -3.846 0.215
C 0.111 -5.263 1.572
H -2.033 -2.136 -0.874
C -2.293 -4.382 0.460
H 1.054 -5.536 2.048
C -1.097 -5.854 1.952
C -2.303 -5.416 1.394
H -3.220 -3.977 0.040
H -1.097 -6.648 2.701
H -3.250 -5.872 1.688
Si -0.392 4.827 -5.671
Cl -0.634 3.366 -7.134
C 1.435 4.840 -5.265
C -1.482 4.300 -4.256
C -0.953 6.464 -6.398
H 1.748 3.848 -4.915
H 1.654 5.570 -4.476
H 2.026 5.101 -6.153
H -0.351 6.732 -7.276
H -0.856 7.269 -5.658
H -2.005 6.411 -6.708
H -1.163 3.312 -3.891
H -2.531 4.228 -4.572
H -1.410 4.997 -3.412
S 0.423 -1.511 2.364
C 0.018 -0.368 3.511
N -1.222 -0.401 4.123
C -1.597 0.497 5.079
C -0.734 1.507 5.454
C 0.512 1.609 4.817
C 0.900 0.667 3.883
H -1.887 -1.085 3.763
H -2.588 0.348 5.505
H -1.031 2.213 6.222
H 1.186 2.431 5.050
H 1.851 0.701 3.361

Calculated values
HOMO-LUMO gap (alpha / beta): 4.32 / 6.78 eV
net charge: -1
HOMO (alpha / beta): -2.098 / -4.555 eV
energy relative to the best compared isomer or geometry (same formula, charge and spin): 0.0 kcal/mol
2S+1: 8
LUMO (alpha / beta): 2.223 / 2.222 eV

The net atomic charges from Löwdin, expressed in e, are: -0.052 -0.228 0.057 0.032 0.088 -0.135 -0.119 0.099 0.053 0.066 0.062 1.007 -0.355 -0.191 0.088 0.089 -0.027 -0.040 -0.176 0.082 -0.322 -0.198 0.093 0.104 0.091 0.090 0.089 0.088 -0.039 -0.053 -0.178 0.032 -0.320 -0.182 0.084 0.136 0.086 0.083 -0.432 -0.464 -0.093 -0.189 0.097 -0.105 0.079 -0.036 0.093 -0.123 -0.105 0.118 0.085 0.089 0.087 0.278 -0.221 -0.251 -0.230 0.033 0.029 0.025 0.023 0.027 0.026 -0.101 0.033 0.028 0.675 -0.790 0.054 -0.077 -0.098 -0.084 -0.116 0.132 0.122 0.092 0.101 0.105

Record 6
# C25H41Cl3O2P2Tm

C25H41Cl3O2P2Tm as an isolated structure (ωB97M-V with the def2-TZVPD basis set, OMol25).

Atoms and positions in Å:
Tm -0.072 -0.045 -0.272
C -2.187 1.152 1.566
C -1.491 1.950 0.594
C -3.024 0.590 -0.504
C -3.069 0.276 0.878
C -2.066 1.641 -0.700
C -2.283 1.453 3.013
H -1.538 2.195 3.326
H -2.150 0.545 3.618
H -3.271 1.868 3.283
C -4.097 -0.583 1.510
H -3.794 -0.870 2.525
H -4.259 -1.498 0.926
H -5.069 -0.065 1.591
C -4.041 0.151 -1.484
H -5.048 0.500 -1.198
H -4.080 -0.946 -1.543
H -3.832 0.544 -2.485
C -2.049 2.548 -1.876
H -2.903 3.250 -1.839
H -2.123 1.983 -2.815
H -1.138 3.160 -1.910
C -0.764 3.209 0.901
H -1.466 4.053 1.030
H -0.071 3.493 0.095
H -0.185 3.127 1.833
C 2.383 -1.779 0.762
C 3.026 -0.928 1.867
C 3.826 0.335 1.531
C 3.437 1.156 0.296
C 1.944 1.112 -0.112
C 1.780 0.419 -1.536
C 2.639 -0.835 -1.791
C 3.098 -1.742 -0.637
H 4.873 0.007 1.400
H 4.050 0.849 -0.559
H 3.867 0.976 2.427
H 4.181 -1.592 -0.456
H 2.574 -2.837 1.044
H 3.623 -1.502 2.590
H 3.074 -2.778 -1.016
H 2.119 -1.463 -2.528
H 2.213 1.209 -2.181
H 3.555 -0.510 -2.319
H 3.692 2.203 0.496
H 1.604 2.157 -0.227
P 1.462 -0.999 2.826
C 1.157 -2.339 3.952
C 0.945 0.542 3.518
P 0.336 0.549 -3.189
C 0.930 -1.498 1.149
C 0.871 2.110 -3.974
C 0.736 -0.675 -4.487
H 0.406 -3.029 3.533
H 0.747 -1.934 4.893
H 2.079 -2.891 4.189
H 1.170 1.418 2.890
H 1.464 0.676 4.484
H -0.134 0.516 3.725
H 1.742 -1.104 -4.373
H 0.657 -0.182 -5.470
H -0.008 -1.483 -4.406
H 0.244 -2.355 1.087
H 1.406 0.750 0.830
H -0.043 2.598 -4.349
H 1.576 1.922 -4.797
H 1.336 2.776 -3.235
Cl -1.721 -5.363 -1.310
C -2.360 -3.783 -0.807
Cl -4.110 -3.652 -1.135
Cl -2.067 -3.554 0.954
C -1.626 -2.663 -1.684
O -1.789 -2.706 -2.891
O -0.892 -1.783 -1.038

Calculated values
HOMO-LUMO gap (alpha / beta): 6.91 / 6.92 eV
net charge: +1
HOMO (alpha / beta): -9.667 / -9.663 eV
2S+1: 3
LUMO (alpha / beta): -2.762 / -2.748 eV

The net atomic charges from Löwdin, expressed in e, are: 1.200 -0.253 -0.368 -0.249 -0.242 -0.345 -0.060 0.071 0.070 0.106 -0.048 0.077 0.042 0.100 -0.022 0.103 0.041 0.082 -0.084 0.104 0.047 0.066 -0.071 0.103 0.062 0.065 -0.355 -0.330 -0.156 -0.138 -0.246 -0.418 -0.216 -0.116 0.127 0.117 0.120 0.125 0.140 0.121 0.123 0.077 0.078 0.127 0.127 0.114 0.940 -0.151 -0.173 0.998 -0.395 -0.284 -0.254 0.072 0.070 0.074 0.062 0.083 0.037 0.048 0.063 0.039 0.013 0.049 0.054 0.054 0.047 0.627 -1.440 0.646 0.614 -0.698 0.041 -0.253

Largest force on an atom list, top to bottom, in hartree/bohr: 0.0142, 0.0621, 0.0164, 0.1463, 0.0565, 0.1190